# 1
The following is a DFT calculation (wB97M-V/def2-TZVPD) of a 2-piece molecular cluster, C9H13N2 overall.

Computed properties:
HOMO level = -13.20 eV
net charge = +1
ΔE to the lowest compared entry with this formula, charge and spin = 94.81 kcal/mol
E_LUMO = -5.3712 eV

Atoms and positions in Å:
C 1.1337 -2.0902 0.7930
H -0.7367 0.8748 0.9623
H -0.8843 -1.0489 -1.7818
C -2.6233 0.7311 0.4655
H -1.8698 -0.0019 2.2055
C 1.8224 0.1229 0.0163
H 3.0485 1.7231 0.4711
C 0.2651 -2.2400 -0.3151
C -0.0966 -1.1729 -1.0155
N 0.0918 1.2551 -1.3250
H 1.7730 1.6555 1.2640
C 0.4764 0.0601 -0.7625
H 2.5671 -0.0893 -0.9046
N 2.0388 1.5584 0.3709
C 1.9860 -0.9872 0.9488
C -3.2651 0.9160 -0.6372
H -0.2478 -3.2009 -0.3745
H 0.5645 2.1214 -1.1150
H 1.1031 -3.0036 1.4060
C -1.6678 0.4432 1.2822
H 2.5807 -0.9048 1.8810
H -3.3743 0.0734 -1.3527
H -3.9821 1.6815 -0.6460
H -0.7034 1.5232 -1.8368

Cartesian forces, eV/Å:
C 2.518 0.512 0.814
H 0.480 0.009 0.761
H 0.252 -1.090 0.542
C 0.840 -0.633 -0.749
H 0.218 -0.712 1.307
C 0.083 1.555 -3.192
H -0.308 0.000 -0.586
C -0.703 -0.640 0.795
C -2.146 1.359 -2.535
N 1.572 -2.018 1.490
H -1.841 0.716 4.231
C 1.784 4.052 -0.940
H -1.361 0.249 1.654
N 2.548 -1.853 -2.923
C -2.292 -2.537 1.613
C -0.967 -1.422 -0.434
H 0.152 0.281 -0.489
H 0.908 -0.424 0.758
H 0.702 0.901 0.286
C -0.159 0.894 -0.319
H -0.075 -0.007 -1.002
H 0.141 0.723 0.423
H -0.748 1.215 -0.608
H -1.597 -1.127 -0.894

Here are the Mulliken charges for atoms 1 to 6, given in e: number 1, C, carries -0.352; number 2, H, carries 0.345; number 3, H, carries 0.399; number 4, C, carries 0.632; number 5, H, carries 0.368; number 6, C, carries 0.851

***

# 2
The following is a DFT calculation (wB97M-V/def2-TZVPD) of an isolated ion of composition C9H13N2O2 and charge +1.

Computed properties:
HOMO level (spin up / spin down) = -11.34 / -11.35 eV
net charge = +1
ΔE to the lowest compared entry with this formula, charge and spin = 87.89 kcal/mol
E_LUMO (spin up / spin down) = -5.4280 / -5.4220 eV

Atoms and positions in Å:
O -1.8315 -0.1718 2.9619
C -1.1792 0.8423 0.7542
H -2.0345 -1.0282 3.4150
C 2.1893 -1.3225 -1.9124
N 0.0145 -0.7625 -2.7792
H -2.0209 2.7004 -0.0531
H -0.0952 1.6195 2.5234
C -0.0754 1.6803 1.3858
H 0.3750 -1.0432 -3.7438
H -3.1570 1.8104 1.0461
H 2.6672 -1.4812 -2.8544
O -0.7580 0.1989 -0.4751
C 0.4824 -0.4171 -0.5161
H -2.6409 1.3396 -0.6759
H 0.8604 1.2395 1.0188
H 3.8164 -2.2577 -1.0295
C -2.3728 1.7341 0.2570
C -1.7473 -0.2560 1.6064
C 2.9381 -1.6571 -0.8409
C 1.3227 -0.6859 0.5871
H -0.1089 2.7631 1.2114
N 2.4839 -1.3719 0.3975
H -2.3569 -1.1041 1.2148
H -0.7141 -0.1365 -2.8842
C 0.8923 -0.8350 -1.8007
H 3.0505 -1.3975 1.1857

Cartesian forces, eV/Å:
O 0.989 -0.142 -3.175
C 0.036 0.399 -0.553
H -0.242 0.672 -0.700
C 0.473 -0.572 -0.538
N 1.940 -2.154 -4.844
H 0.451 0.593 0.603
H 0.119 -0.293 -1.408
C 0.352 0.299 1.885
H -0.686 0.443 1.924
H 0.325 0.087 -0.978
H -0.248 -0.304 -0.680
O 0.151 0.007 0.652
C 2.413 -1.184 0.859
H -1.300 -1.113 -0.927
H -0.246 0.577 0.602
H 0.425 0.398 0.579
C 0.147 -0.166 1.727
C -0.604 -0.392 3.379
C 0.007 -0.281 0.051
C -2.269 -0.031 -0.149
H -0.364 -0.429 -0.514
N -1.785 1.035 -1.808
H 1.023 0.520 -0.293
H -1.582 1.421 0.696
C -0.814 1.299 2.204
H 1.291 -0.689 1.406

Here are the Mulliken charges for atoms 1 to 6, given in e: number 1, O, carries -0.362; number 2, C, carries 1.325; number 3, H, carries 0.424; number 4, C, carries -0.612; number 5, N, carries -0.404; number 6, H, carries 0.391

***

# 3
The following is a DFT calculation (wB97M-V/def2-TZVPD) of an isolated ion of composition C9H13N2OS and charge +1.

Computed properties:
HOMO level = -12.34 eV
net charge = +1
ΔE to the lowest compared entry with this formula, charge and spin = 59.28 kcal/mol
E_LUMO = -3.8005 eV

Atoms and positions in Å:
H -3.4186 -0.9329 -0.8061
H -3.6101 1.6257 0.4541
C -2.7996 -0.4097 -0.0317
C -2.7853 0.9275 0.3037
C 1.0558 1.1583 -0.5222
H 2.9138 -1.0291 -1.1965
O -1.0929 1.1271 -1.6466
N -1.5909 -1.0533 0.0808
H -0.3529 -2.3332 -1.1035
H -1.0387 -0.8639 2.0632
H 0.8520 2.2310 1.2573
N 0.6097 -0.7952 0.9121
C -0.3131 1.1910 -0.8075
H 1.5686 3.1660 -0.1534
C 1.5492 2.3301 0.4616
H 3.5811 -0.1137 0.2903
H -1.1802 -3.0538 0.3383
C 1.4475 -0.1924 0.1624
H 2.5873 2.2729 0.6348
H 1.6325 1.2690 -1.4778
C 2.8195 -0.7219 -0.0853
C -0.7369 -0.5301 1.0825
H 2.7806 -1.6229 0.4079
H -2.0736 -2.6028 -1.0677
S -1.2111 1.3322 0.9355
C -1.1936 -2.3757 -0.4862

Cartesian forces, eV/Å:
H -0.324 0.751 1.429
H 0.329 -0.361 -0.465
C 1.145 0.291 -2.270
C -0.882 -1.297 1.008
C 4.850 0.000 -0.362
H 0.107 1.028 1.605
O -0.281 -0.068 -2.984
N 0.359 -0.745 -0.396
H 1.415 0.100 -0.636
H -0.190 0.221 0.646
H 0.372 1.062 1.118
N 1.768 -0.728 -0.685
C -1.897 1.031 1.937
H -1.078 2.183 -0.577
C -0.941 -2.380 -2.011
H 1.263 1.044 0.186
H 0.627 -0.796 0.280
C -1.599 1.030 -0.203
H 1.109 -0.972 1.019
H -0.426 -0.347 0.672
C -1.942 -0.423 -2.731
C -0.153 1.332 0.507
H 0.535 -2.161 1.371
H -0.007 -0.611 -0.526
S -0.790 -0.492 1.043
C -3.371 1.309 1.025

Here are the Mulliken charges for atoms 1 to 6, given in e: number 1, H, carries 0.293; number 2, H, carries 0.419; number 3, C, carries -0.193; number 4, C, carries -0.419; number 5, C, carries -0.062; number 6, H, carries 0.331

***

| no. | DFT total energy (eV) | maximum force (Eh/bohr) |
| --- | --- | --- |
| 1 | -12513.5086 | 0.0908 |
| 2 | -16608.2728 | 0.1098 |
| 3 | -25396.7303 | 0.0946 |